{
  "formula": "C34H75N12O3PS2Tb",
  "method": "the ωB97M-V functional and the def2-TZVPD basis",
  "homo_lumo_gap_ev": [5.64, 5.64],
  "charge": 1,
  "lumo_ev": [-2.4, -2.4],
  "multiplicity": 7,
  "s_squared": 12.677,
  "species": ["Tb", "C", "N", "C", "C", "N", "C", "C", "N", "C", "C", "N", "C", "N", "C", "C", "N", "C", "C", "C", "C", "N", "C", "N", "C", "C", "N", "C", "C", "N", "C", "C", "H", "H", "H", "H", "H", "H", "H", "H", "H", "H", "H", "H", "H", "H", "H", "H", "H", "H", "H", "H", "H", "H", "H", "H", "H", "H", "H", "H", "H", "H", "H", "H", "H", "H", "H", "H", "H", "H", "H", "H", "H", "H", "H", "H", "H", "H", "H", "H", "S", "C", "C", "N", "C", "S", "C", "N", "O", "H", "H", "O", "H", "H", "O", "H", "H", "C", "C", "C", "P", "C", "C", "C", "C", "C", "C", "H", "H", "H", "H", "H", "H", "H", "H", "H", "H", "H", "H", "H", "H", "H", "H", "H", "H", "H", "H", "H"],
  "xyz": [[-20.9840, -3.9544, -9.7438], [-22.0519, -3.6749, -13.5960], [-21.9235, -2.3294, -13.0169], [-21.6325, -1.2184, -13.9845], [-22.8996, -2.0457, -11.8963], [-22.7798, -2.8374, -10.8660], [-23.8686, -2.9457, -9.9131], [-23.7082, -2.3452, -8.5209], [-22.4674, -2.8080, -7.8215], [-21.9171, -1.6697, -6.9727], [-21.2654, -0.5214, -7.7635], [-19.8376, -0.7035, -7.6379], [-19.0040, 0.3691, -7.5971], [-17.7999, 0.1144, -7.0753], [-17.6346, -0.8776, -6.0028], [-16.6092, 0.7633, -7.5213], [-19.2514, 1.5456, -8.1620], [-18.7564, 2.7910, -7.6023], [-20.3272, 1.7268, -9.1997], [-22.7768, -3.9229, -6.8924], [-23.0447, -5.2714, -7.5979], [-21.9125, -5.6914, -8.3753], [-21.6488, -7.0088, -8.3629], [-22.6454, -7.9088, -8.6019], [-22.6848, -9.1788, -7.9960], [-23.7704, -7.6037, -9.5178], [-20.3720, -7.4655, -8.0562], [-19.5237, -6.7045, -7.1328], [-19.7532, -8.6278, -8.7188], [-23.8211, -1.0482, -12.1455], [-24.6842, -1.1001, -13.2666], [-24.0486, 0.0991, -11.2688], [-21.8617, -4.3921, -12.7917], [-21.3479, -3.8077, -14.4124], [-23.0520, -3.9449, -13.9988], [-20.5566, -1.2508, -14.2107], [-21.8841, -0.2873, -13.5334], [-22.2834, -1.4425, -14.8685], [-23.9632, -4.0500, -9.7728], [-24.7652, -2.5077, -10.3648], [-24.6260, -2.6499, -7.9850], [-23.6931, -1.2548, -8.4241], [-21.1480, -2.1183, -6.3362], [-22.7199, -1.3630, -6.2652], [-21.6829, 0.4181, -7.2903], [-21.6241, -0.5625, -8.8251], [-17.3889, -1.8452, -6.4011], [-16.8664, -0.5950, -5.2826], [-18.5379, -0.9224, -5.3349], [-16.7451, 1.2774, -8.4916], [-15.7981, 0.0306, -7.6440], [-16.2210, 1.4387, -6.7787], [-18.0849, 2.5469, -6.8025], [-19.5694, 3.3976, -7.1866], [-18.1535, 3.4179, -8.2852], [-20.3132, 0.8574, -9.8517], [-19.9624, 2.5898, -9.8212], [-21.3063, 2.0685, -8.8555], [-23.6729, -3.6766, -6.2684], [-21.9527, -3.9971, -6.1765], [-23.9363, -5.0689, -8.1893], [-23.2708, -5.9557, -6.7867], [-23.6800, -9.2937, -7.4582], [-21.9186, -9.3976, -7.2378], [-22.5882, -9.9978, -8.6779], [-23.4820, -6.8785, -10.2965], [-24.6796, -7.2205, -9.0270], [-24.0326, -8.5929, -9.9491], [-20.1553, -6.3505, -6.2195], [-19.1347, -5.7390, -7.5592], [-18.8336, -7.4529, -6.8172], [-20.1247, -8.6995, -9.7327], [-19.9228, -9.5856, -8.1372], [-18.6744, -8.4309, -8.7971], [-24.5364, -0.2470, -13.9149], [-25.7575, -1.1879, -13.0053], [-24.5609, -2.0251, -13.8300], [-23.3183, 0.0897, -10.4482], [-25.0911, -0.0349, -10.7497], [-23.9799, 1.0977, -11.7275], [-17.9270, -4.8364, -10.8752], [-18.3112, -6.1216, -11.8872], [-17.2589, -6.8785, -12.5186], [-16.3556, -7.4317, -13.0124], [-19.6067, -6.5746, -12.2874], [-21.0727, -6.2528, -11.3681], [-19.6390, -7.2939, -13.4772], [-19.7283, -7.8957, -14.4658], [-20.4954, -6.1516, 0.3239], [-21.4089, -6.0871, 0.6881], [-20.5166, -5.5613, -0.4474], [-19.4577, -3.2462, -8.3840], [-19.4526, -1.6215, -7.9432], [-18.5533, -3.2994, -8.6796], [-20.0936, -2.4094, -11.3235], [-19.1994, -2.6231, -11.5877], [-20.6993, -2.3980, -12.2489], [-14.4015, -1.2438, -1.5152], [-14.1276, -2.6843, -1.9866], [-13.4145, -3.5145, -0.8923], [-15.6455, -3.5028, -2.6388], [-16.9421, -3.9963, -1.3697], [-17.5108, -2.8419, -0.5356], [-16.5725, -5.2079, -0.5126], [-14.9179, -5.0187, -3.3053], [-16.0502, -5.7625, -4.1194], [-13.7871, -4.9002, -4.3541], [-13.4703, -0.7166, -1.2819], [-15.0749, -1.2738, -0.6477], [-14.9392, -0.6747, -2.3504], [-13.3846, -2.5492, -2.8055], [-14.1382, -3.5876, -0.0837], [-12.6409, -2.8287, -0.4805], [-12.9208, -4.5001, -1.0238], [-17.7641, -4.2991, -1.9855], [-17.6778, -1.9235, -1.1655], [-18.5243, -3.1727, -0.2232], [-17.0020, -2.5561, 0.4224], [-15.6305, -4.9506, -0.0475], [-16.5113, -6.0624, -1.1110], [-17.3192, -5.2767, 0.3023], [-14.5135, -5.5812, -2.4557], [-16.2833, -5.2532, -5.0856], [-16.9508, -5.8846, -3.5196], [-15.6656, -6.7790, -4.3467], [-14.0615, -4.1476, -5.1272], [-13.5517, -5.9108, -4.8335], [-12.8338, -4.5201, -3.8744]],
  "forces_ev_per_a": [[2.273, -1.559, -0.250], [-0.584, -0.643, 0.115], [-1.629, 1.162, 0.985], [-0.945, -2.073, -0.374], [1.244, -1.092, -1.460], [-0.197, 2.106, -1.091], [-0.438, -0.118, -0.187], [0.354, -0.065, 0.671], [-0.295, 0.615, 0.497], [-0.587, -1.355, 0.027], [-1.699, -0.483, 0.376], [0.094, 2.927, -0.270], [0.323, -2.101, -0.458], [-0.327, -0.139, 0.865], [-0.975, 0.243, 1.130], [1.221, 0.098, -0.864], [-1.938, 1.104, -0.856], [0.469, 0.507, 0.298], [1.982, 1.228, -0.616], [-0.228, -0.212, 0.445], [-0.119, 1.298, 0.521], [0.653, -0.383, 0.387], [0.910, -0.275, -0.038], [0.589, 1.828, -0.529], [-1.139, -1.600, 2.041], [0.129, -0.534, 0.108], [-1.867, 0.617, -0.655], [-2.104, 1.692, 0.698], [-0.093, -0.312, 0.814], [0.778, 0.371, 1.393], [-1.030, -0.863, -1.273], [-1.484, -1.016, 2.114], [0.223, -0.111, -0.401], [0.274, 0.052, 0.153], [0.289, 0.644, 0.158], [-0.468, -0.002, -0.191], [-0.179, 0.736, 0.210], [0.882, 0.720, 0.367], [-0.454, 0.771, -0.169], [-0.220, -0.410, 0.162], [0.371, -0.014, 0.113], [-0.163, -0.067, -0.809], [-0.057, 0.087, -0.217], [0.280, 0.198, -0.565], [1.100, -0.766, -0.663], [0.311, 0.091, 0.750], [-0.020, -0.515, -0.074], [0.369, 0.289, -0.467], [0.569, -0.139, -1.099], [-0.023, -0.273, 0.618], [-0.404, -0.073, -0.142], [0.061, 0.621, 0.281], [0.126, 0.031, 0.553], [0.023, -0.162, -0.207], [-0.530, -0.499, -0.138], [-0.413, -0.028, 0.114], [-0.210, -0.832, 0.427], [0.123, -0.564, 0.382], [0.376, -0.020, -0.452], [0.111, -0.242, -0.327], [-0.490, -0.547, -0.046], [-0.349, -0.361, -0.022], [1.015, 0.013, -0.617], [-0.141, 0.790, -0.233], [-0.128, -0.467, -0.819], [0.148, -0.547, 0.304], [0.368, -0.136, 0.274], [0.072, 0.814, -0.144], [1.012, -0.810, -1.417], [0.192, -1.238, 0.169], [1.064, 0.186, 0.473], [-0.246, -0.166, -0.149], [0.257, 0.980, -0.728], [-0.347, -0.111, 0.085], [-0.112, 0.216, -0.314], [0.427, 0.488, 0.371], [0.507, 0.102, -0.155], [-0.076, -0.091, -0.243], [1.672, 0.607, -0.964], [-0.132, -0.604, -0.410], [-0.325, 0.632, 1.091], [-2.405, -1.473, -1.578], [2.107, -0.324, -0.877], [-1.647, 0.847, 0.938], [2.269, 1.729, 1.997], [0.044, 0.284, -0.098], [-0.812, -1.603, -1.516], [0.076, 0.523, 0.615], [-1.067, 0.432, -0.028], [1.034, -0.123, -0.332], [0.052, -0.293, 0.354], [-0.386, 0.761, 0.415], [-0.259, -0.706, 0.243], [0.530, -0.420, -0.196], [-0.840, 0.499, -1.325], [0.725, -0.433, 0.079], [0.581, 0.013, 1.943], [-1.008, 0.073, -0.841], [1.071, -0.413, 0.212], [0.496, 1.446, 1.174], [-0.442, 1.918, -1.855], [1.206, -0.114, 0.672], [-0.787, 0.810, 0.103], [-0.552, 2.317, 1.348], [-0.470, -1.370, -1.364], [0.749, -0.572, 0.583], [1.259, 0.646, 0.431], [-0.209, -0.107, 0.117], [0.275, 0.311, -0.066], [0.713, -0.713, 1.136], [-0.863, -0.458, -0.056], [0.076, -0.324, 0.305], [-0.101, -0.581, -0.118], [-0.651, 0.623, -0.666], [-0.445, -0.098, -0.782], [0.329, -0.742, 0.639], [0.469, 0.243, -0.019], [0.027, -0.371, -1.053], [0.302, -0.548, 0.241], [0.161, -1.528, -0.564], [0.271, -0.495, -0.447], [-0.353, -0.516, -0.253], [0.224, -0.191, 0.887], [-0.223, 0.016, -0.156], [-0.362, 0.495, -0.022], [0.145, -0.637, 0.278], [-0.468, 1.408, 0.645], [-0.918, -0.489, -0.579]],
  "lowdin_spin": [6.12, 0.00, 0.00, 0.00, 0.00, -0.02, 0.00, 0.00, -0.01, 0.00, 0.00, 0.00, 0.00, 0.00, 0.00, 0.00, 0.00, 0.00, 0.00, 0.00, 0.00, -0.02, 0.00, 0.00, 0.00, 0.00, 0.00, 0.00, 0.00, 0.00, 0.00, 0.00, 0.00, 0.00, 0.00, 0.00, 0.00, 0.00, 0.00, 0.00, 0.00, 0.00, 0.00, 0.00, 0.00, 0.00, 0.00, 0.00, 0.00, 0.00, 0.00, 0.00, 0.00, 0.00, 0.00, 0.00, 0.00, 0.00, 0.00, 0.00, 0.00, 0.00, 0.00, 0.00, 0.00, 0.00, 0.00, 0.00, 0.00, 0.00, 0.00, 0.00, 0.00, 0.00, 0.00, 0.00, 0.00, 0.00, 0.00, 0.00, -0.01, 0.00, 0.00, 0.00, 0.00, -0.02, 0.00, 0.00, 0.00, 0.00, 0.00, -0.02, 0.00, 0.00, -0.01, 0.00, 0.00, 0.00, 0.00, 0.00, 0.00, 0.00, 0.00, 0.00, 0.00, 0.00, 0.00, 0.00, 0.00, 0.00, 0.00, 0.00, 0.00, 0.00, 0.00, 0.00, 0.00, 0.00, 0.00, 0.00, 0.00, 0.00, 0.00, 0.00, 0.00, 0.00, 0.00, 0.00]
}

{
  "formula": "C13H24ClFN2O4S2",
  "method": "the ωB97M-V functional and the def2-TZVPD basis",
  "homo_lumo_gap_ev": 3.80,
  "charge": 0,
  "lumo_ev": -1.2,
  "species": ["C", "C", "C", "C", "C", "C", "O", "C", "N", "C", "S", "C", "F", "C", "C", "C", "C", "S", "O", "O", "Cl", "N", "H", "H", "H", "H", "H", "H", "H", "H", "H", "H", "H", "H", "H", "H", "H", "H", "H", "H", "H", "H", "H", "H", "H", "O", "H"],
  "xyz": [[-1.4573, -4.1908, 3.3784], [-1.6285, -2.8023, 2.5431], [-0.6011, -1.7317, 3.1676], [-1.1583, -0.2331, 3.2676], [-0.3095, 0.8849, 2.4962], [1.2867, 0.7377, 2.6071], [1.9702, 0.7987, 1.3055], [1.3988, -0.1681, 0.4025], [2.2754, -0.2251, -0.8248], [2.8481, -1.3911, -0.8852], [3.5537, -2.8900, -0.7290], [-0.1146, 0.2125, 0.0681], [-0.9033, -0.9984, 0.0272], [-0.3219, 0.8968, -1.3741], [0.4974, 2.2583, -1.5755], [0.0476, 2.9360, -2.9901], [1.1921, 2.8312, -4.1099], [1.2387, 1.1996, -4.9677], [1.7325, 1.4173, -6.3783], [2.1030, 0.2477, -4.1828], [-0.6630, 0.3486, -5.1294], [-0.7810, 1.1011, 1.0605], [-0.5144, -4.6983, 2.9537], [-1.2817, -4.0219, 4.4884], [-2.3313, -4.8798, 3.1484], [-1.2246, -3.0530, 1.4937], [-2.7140, -2.4549, 2.5187], [-0.4041, -2.0785, 4.2510], [0.3880, -1.8519, 2.6216], [-2.2177, -0.2389, 2.8217], [-1.3009, 0.0357, 4.3765], [-0.5638, 1.8817, 3.0212], [1.6436, -0.1723, 3.1872], [1.6922, 1.6526, 3.1779], [1.3941, -1.2437, 0.8133], [-0.0920, 0.1400, -2.1999], [-1.4379, 1.1703, -1.4955], [0.3373, 3.0400, -0.7471], [1.6293, 2.1002, -1.6593], [-0.8866, 2.3634, -3.3260], [-0.2106, 4.0209, -2.7610], [2.1955, 3.1455, -3.6560], [0.9436, 3.6197, -4.9074], [-1.8113, 0.9304, 1.0641], [-0.6662, 2.1135, 0.8863], [-2.8005, -1.5444, -3.4895], [-1.9096, -1.3435, -3.7556]],
  "forces_ev_per_a": [[0.422, 0.288, -1.233], [1.292, -0.947, 0.290], [-0.508, -0.643, 0.887], [-0.249, -0.523, -0.592], [-0.125, 0.673, 2.545], [0.808, 0.944, 0.074], [-1.670, -0.893, 0.353], [0.141, -0.878, 0.269], [1.287, -4.640, 0.839], [-0.453, 0.841, 0.982], [-1.863, 4.144, -0.764], [-0.620, -0.981, -3.941], [1.478, 2.181, 0.749], [-0.084, 0.560, 0.249], [0.494, 0.176, -0.918], [0.033, -0.878, 0.882], [-1.597, 1.999, 0.593], [4.430, -2.283, -2.609], [-1.743, 0.052, 3.730], [-2.664, 2.516, -1.078], [0.783, 0.836, 0.619], [0.046, -0.311, 1.791], [-1.386, 0.647, 0.808], [-0.565, -0.245, -1.369], [1.108, 0.842, 0.581], [-1.245, 0.599, 1.421], [1.547, -0.360, 0.009], [-0.143, 0.623, -1.662], [-1.264, 0.444, 0.663], [1.395, 0.139, 0.616], [0.474, -0.097, -1.799], [0.325, -1.517, -0.910], [-0.844, 0.903, -0.858], [-0.669, -1.426, -0.973], [-0.269, 1.699, 0.025], [-0.234, 0.962, 1.308], [1.530, -0.761, 0.319], [0.059, -1.186, -0.970], [-1.657, -0.081, 0.459], [1.216, 1.155, 0.225], [0.371, -1.367, -0.737], [-1.164, -1.178, -0.878], [0.382, -1.474, 0.866], [0.782, -0.165, -0.401], [0.315, -0.678, -0.648], [-0.364, 0.401, 0.284], [0.658, -0.109, -0.096]],
  "mulliken_charge": [-1.09, -0.42, -0.30, -1.03, 0.05, -0.64, -0.45, 0.11, -0.48, 0.50, -0.18, 0.75, -0.36, -1.06, 0.04, -0.77, -0.73, 0.98, -0.59, -0.51, -0.14, -0.14, 0.28, 0.29, 0.33, 0.16, 0.37, 0.41, 0.16, 0.32, 0.35, 0.51, 0.36, 0.25, -0.05, 0.13, 0.45, 0.29, 0.29, 0.39, 0.32, 0.40, 0.35, 0.45, 0.51, -0.98, 0.12]
}

| no. | electronic energy (eV) |
| --- | --- |
| 1 | -113885.4998 |
| 2 | -61941.1374 |